Record 1
This record from the OMol25 dataset describes C13H27GeIrNO3S as an isolated structure at a distorted geometry. The level of theory is ωB97M-V with the def2-TZVPD basis set.

Calculated values
F_max (eV/Å): 2.34
Total charge: +3
Kohn-Sham gap (alpha / beta) (eV): 8.48 / 6.57
Spin multiplicity: 5
Expectation value of S²: 6.01

Cartesian coordinates (Å):
Ir: -0.57 -0.54 -0.83
C: 3.15 -0.55 -1.77
C: 2.33 -1.71 -1.19
C: 3.27 -2.82 -0.71
C: 1.31 -2.23 -2.21
O: 1.55 -1.26 -0.09
Ge: 1.46 -0.34 1.51
O: -0.44 -1.01 1.38
C: -1.46 -0.81 2.32
C: -2.80 -1.28 1.71
C: -1.50 0.65 2.77
C: -1.15 -1.70 3.53
O: 0.09 1.36 -0.04
C: 0.09 2.45 -0.85
C: -0.03 2.02 -2.32
C: 1.33 3.32 -0.59
C: -1.18 3.32 -0.50
H: 3.67 -0.89 -2.66
H: 2.51 0.28 -2.02
H: 3.90 -0.22 -1.04
H: 3.82 -3.21 -1.57
H: 3.98 -2.42 0.01
H: 2.71 -3.62 -0.25
H: 1.77 -2.35 -3.19
H: 0.89 -3.18 -1.89
H: 0.47 -1.49 -2.34
H: -3.02 0.48 0.60
H: -2.73 -2.34 1.46
H: -3.61 -1.14 2.44
H: -1.69 1.33 1.94
H: -2.25 0.80 3.55
H: -0.53 0.91 3.19
H: -1.14 -2.76 3.26
H: -0.15 -1.45 3.90
H: -1.87 -1.54 4.32
H: 0.95 1.78 -2.71
H: -0.68 1.10 -2.36
H: -0.48 2.78 -2.95
H: 2.23 2.74 -0.79
H: 1.31 4.20 -1.24
H: 1.37 3.67 0.44
H: -2.07 2.79 -0.83
H: -1.22 3.49 0.57
H: -1.10 4.27 -1.01
S: -5.26 -1.43 -1.14
C: -4.13 -0.92 -0.27
N: -3.14 -0.53 0.47


Record 2
This record from the OMol25 dataset describes C13H27N2O2SSi as an isolated structure at a distorted geometry. The level of theory is ωB97M-V with the def2-TZVPD basis set.

Calculated values
F_max (eV/Å): 6.94
ΔE to the lowest compared entry with this formula, charge and spin (kJ/mol): 97.9
Total charge: -1
Kohn-Sham gap (eV): 2.45
Spin multiplicity: 1

Cartesian coordinates (Å):
C: -1.31 -3.40 0.82
C: -1.69 -2.61 -0.52
O: -2.37 -1.36 -0.37
C: -3.39 -1.33 0.64
Si: -4.92 -2.46 0.38
N: -4.77 -3.68 -0.93
C: -4.74 -4.82 -0.31
S: -4.47 -6.19 0.62
H: -0.31 -3.96 0.67
H: -1.26 -2.74 1.75
H: -2.11 -4.22 0.96
H: -2.19 -3.36 -1.25
H: -0.68 -2.37 -1.04
H: -3.81 -0.25 0.64
H: -3.00 -1.47 1.73
H: -6.07 -1.60 0.02
H: -5.22 -3.13 1.64
C: 0.11 1.48 -1.83
C: 0.54 1.95 -0.43
C: 0.64 0.73 0.52
C: 1.81 -0.20 0.26
C: 3.01 0.49 -0.38
C: 3.08 2.02 -0.14
N: 1.84 2.62 -0.63
O: 1.80 4.00 -0.48
C: 4.26 2.54 -0.99
C: 3.41 2.30 1.35
C: -0.60 2.83 0.13
H: 0.00 2.33 -2.51
H: -0.85 0.95 -1.80
H: 0.84 0.80 -2.28
H: 0.71 1.09 1.55
H: -0.29 0.15 0.48
H: 2.11 -0.67 1.20
H: 1.49 -1.02 -0.40
H: 3.93 0.01 -0.02
H: 2.99 0.30 -1.45
H: 4.05 2.41 -2.06
H: 5.18 2.00 -0.76
H: 4.45 3.60 -0.82
H: 4.36 1.82 1.63
H: 2.64 1.92 2.03
H: 3.52 3.37 1.54
H: -1.54 2.26 0.19
H: -0.81 3.70 -0.50
H: -0.37 3.19 1.14


Record 3
This record from the OMol25 dataset describes C13H27N2O4PPdS3 as an isolated structure at a distorted geometry. The level of theory is ωB97M-V with the def2-TZVPD basis set.

Calculated values
F_max (eV/Å): 2.33
ΔE to the lowest compared entry with this formula, charge and spin (kJ/mol): 207.4
Total charge: +2
Kohn-Sham gap (alpha / beta) (eV): 6.15 / 6.15
Spin multiplicity: 1

Cartesian coordinates (Å):
Pd: -0.75 -0.15 -0.34
N: -2.18 -0.24 -2.22
C: -3.15 0.87 -2.11
C: -3.62 1.04 -0.69
O: -4.75 1.24 -0.37
N: -2.54 0.92 0.29
C: -2.88 0.77 1.51
C: -2.75 -2.09 1.38
O: -3.37 -2.29 2.33
O: -2.11 -2.08 0.41
H: -2.65 -1.12 -2.04
H: -1.86 -0.29 -3.18
H: -2.66 1.79 -2.41
H: -4.03 0.72 -2.74
H: -2.10 0.79 2.26
H: -3.91 0.96 1.82
C: 0.88 2.06 -3.69
C: 0.91 2.86 -2.39
S: 0.27 2.10 -0.84
C: 1.77 1.66 0.09
C: 2.51 0.49 -0.51
S: 1.49 -1.03 -0.67
C: 1.88 -1.57 -2.36
C: 1.24 -0.73 -3.46
S: 2.16 0.79 -3.86
H: 1.07 2.76 -4.50
H: -0.10 1.61 -3.86
H: 0.26 3.73 -2.51
H: 1.91 3.21 -2.16
H: 1.40 1.43 1.09
H: 2.41 2.54 0.13
H: 3.37 0.22 0.10
H: 2.86 0.73 -1.51
H: 1.49 -2.59 -2.41
H: 2.96 -1.61 -2.45
H: 0.23 -0.46 -3.16
H: 1.19 -1.32 -4.38
C: -0.52 -1.89 4.02
P: 0.73 -1.03 3.06
C: 2.00 -2.25 2.69
C: 1.46 0.19 4.16
O: 0.20 -0.35 1.81
H: -0.06 -2.33 4.90
H: -0.97 -2.68 3.43
H: -1.29 -1.19 4.34
H: 2.35 -2.71 3.61
H: 2.85 -1.77 2.19
H: 1.59 -3.02 2.04
H: 1.93 -0.31 5.01
H: 0.68 0.85 4.53
H: 2.21 0.78 3.63


Record 4
This record from the OMol25 dataset describes a 8-piece molecular cluster, C13H27N7O14 overall at a distorted geometry. The level of theory is ωB97M-V with the def2-TZVPD basis set.

Calculated values
F_max (eV/Å): 3.92
ΔE to the lowest compared entry with this formula, charge and spin (kJ/mol): 0.0
SMILES: C[N+](=O)[O-].C[N+](=O)[O-].C[N+](=O)[O-].C[N+](=O)[O-].C[N+](=O)[O-].C[N+](=O)[O-].C[N+](=O)[O-].c1ccccc1
Kohn-Sham gap (eV): 9.03
Spin multiplicity: 1

Cartesian coordinates (Å):
C: -39.25 -27.82 3.98
N: -39.49 -28.67 2.77
O: -40.40 -28.36 2.06
O: -38.79 -29.66 2.68
H: -38.27 -27.38 3.75
H: -39.21 -28.55 4.79
H: -40.11 -27.16 4.08
C: -27.46 -22.10 8.93
N: -27.45 -23.50 8.44
O: -26.55 -24.18 8.97
O: -28.34 -23.93 7.69
H: -28.49 -21.72 8.89
H: -26.82 -21.54 8.25
H: -27.02 -22.01 9.92
C: -32.44 -27.32 -4.33
N: -31.15 -26.67 -3.89
O: -30.12 -26.92 -4.48
O: -31.35 -25.78 -3.07
H: -32.79 -27.04 -5.32
H: -33.19 -26.98 -3.62
H: -32.45 -28.41 -4.36
C: -25.45 -27.75 4.58
N: -24.18 -27.33 3.92
O: -23.65 -26.29 4.26
O: -23.67 -28.14 3.12
H: -25.66 -28.68 4.06
H: -26.27 -27.04 4.50
H: -25.13 -28.01 5.59
C: -31.91 -25.73 3.10
N: -32.97 -26.68 2.82
O: -33.00 -27.78 3.35
O: -33.86 -26.42 2.04
H: -31.41 -25.44 2.18
H: -31.19 -26.27 3.71
H: -32.37 -24.87 3.59
C: -35.10 -21.43 -0.37
N: -35.29 -20.52 -1.61
O: -35.61 -21.14 -2.62
O: -35.11 -19.34 -1.42
H: -34.15 -21.96 -0.45
H: -35.99 -22.04 -0.20
H: -34.95 -20.76 0.48
C: -25.42 -25.46 -1.85
N: -26.16 -25.39 -0.59
O: -26.13 -24.35 0.08
O: -26.86 -26.35 -0.25
H: -26.05 -25.57 -2.73
H: -24.91 -26.42 -1.76
H: -24.70 -24.64 -1.87
C: -33.54 -32.31 -1.64
C: -34.63 -31.83 -2.35
C: -35.03 -32.43 -3.54
C: -34.22 -33.38 -4.07
C: -33.09 -33.80 -3.43
C: -32.71 -33.28 -2.15
H: -33.36 -31.76 -0.72
H: -35.31 -31.09 -1.94
H: -35.90 -32.16 -4.13
H: -34.61 -33.83 -4.97
H: -32.53 -34.60 -3.89
H: -31.79 -33.60 -1.69


Record 5
This record from the OMol25 dataset describes a 2-piece molecular cluster, C13H27O2P overall. The level of theory is ωB97M-V with the def2-TZVPD basis set.

Calculated values
F_max (eV/Å): 0.18
ΔE to the lowest compared entry with this formula, charge and spin (kJ/mol): 0.0
SMILES: CCCCCCCCCP.O=C1CCCO1
Kohn-Sham gap (eV): 9.93
Spin multiplicity: 1

Cartesian coordinates (Å):
C: 0.82 -0.09 1.80
C: 0.61 1.13 0.90
C: 0.23 0.80 -0.54
C: -1.13 0.12 -0.71
C: -2.30 1.10 -0.65
C: -3.67 0.44 -0.44
C: -3.90 -0.12 0.98
C: -3.68 -1.62 1.18
C: -4.45 -2.52 0.20
P: -3.44 -3.17 -1.23
H: -0.04 -0.77 1.78
H: 1.70 -0.65 1.47
H: 0.98 0.21 2.84
H: 1.53 1.72 0.89
H: -0.17 1.78 1.33
H: 0.21 1.74 -1.11
H: 1.02 0.20 -1.00
H: -1.16 -0.42 -1.66
H: -1.26 -0.64 0.06
H: -2.13 1.83 0.15
H: -2.32 1.68 -1.58
H: -4.45 1.18 -0.65
H: -3.80 -0.34 -1.18
H: -4.92 0.12 1.31
H: -3.24 0.42 1.67
H: -3.99 -1.88 2.20
H: -2.61 -1.85 1.14
H: -4.91 -3.36 0.73
H: -5.27 -1.95 -0.24
H: -3.98 -4.48 -1.27
H: -2.33 -3.60 -0.45
O: 3.84 3.17 0.19
C: 4.37 2.17 -0.19
C: 5.85 1.85 -0.26
C: 5.90 0.63 -1.19
C: 4.53 0.00 -0.94
O: 3.66 1.10 -0.63
H: 6.19 1.61 0.75
H: 6.40 2.71 -0.61
H: 6.72 -0.05 -0.98
H: 5.97 0.96 -2.22
H: 4.54 -0.67 -0.08
H: 4.12 -0.51 -1.80


Record 6
This record from the OMol25 dataset describes a 2-piece molecular cluster, C13H28ClI2N2O2PS3 overall at a distorted geometry. The level of theory is ωB97M-V with the def2-TZVPD basis set.

Calculated values
F_max (eV/Å): 4.06
ΔE to the lowest compared entry with this formula, charge and spin (kJ/mol): 0.0
Kohn-Sham gap (eV): 7.60
Spin multiplicity: 1

Cartesian coordinates (Å):
C: 0.93 4.50 -2.38
C: -0.03 3.74 -3.43
I: 1.24 3.10 -5.07
C: -0.72 2.57 -2.63
I: -2.14 3.59 -1.26
P: -1.73 1.35 -3.70
N: -0.33 0.27 -3.99
Cl: -3.52 2.50 -3.26
C: -2.64 -0.14 -2.93
C: -2.70 -0.05 -1.34
C: -2.60 -1.48 -0.64
S: -1.35 -1.27 0.71
C: -0.92 -2.95 1.35
S: -1.85 -4.23 0.77
N: 0.14 -3.05 2.30
C: 1.34 -2.28 1.89
C: 1.99 -2.89 0.59
O: 2.45 -4.23 0.81
C: 1.39 -5.07 1.31
C: 0.59 -4.43 2.52
H: 0.77 5.61 -2.48
H: 0.80 4.12 -1.33
H: 1.99 4.29 -2.67
H: -0.78 4.47 -3.83
H: -0.05 2.00 -1.94
H: -1.94 1.57 -5.10
H: -0.08 0.40 -4.97
H: 0.50 0.55 -3.46
H: -3.67 -0.23 -3.38
H: -2.10 -1.11 -3.16
H: -1.78 0.54 -1.03
H: -3.60 0.52 -1.00
H: -3.63 -1.74 -0.25
H: -2.33 -2.29 -1.37
H: 1.18 -1.19 1.75
H: 2.10 -2.38 2.72
H: 2.89 -2.27 0.32
H: 1.25 -2.79 -0.25
H: 0.73 -5.32 0.44
H: 1.86 -6.03 1.66
H: 1.31 -4.40 3.39
H: -0.22 -5.14 2.84
C: 0.37 1.73 4.75
S: 1.31 1.74 3.20
O: 1.95 0.40 3.07
C: 2.58 2.89 3.76
H: -0.46 1.04 4.64
H: 1.01 1.40 5.57
H: -0.01 2.73 4.94
H: 3.08 2.49 4.64
H: 2.12 3.85 3.99
H: 3.30 3.01 2.95


Record 7
This record from the OMol25 dataset describes C13H28F6NNaO17S6 as an isolated structure at a distorted geometry. The level of theory is ωB97M-V with the def2-TZVPD basis set.

Calculated values
F_max (eV/Å): 4.75
ΔE to the lowest compared entry with this formula, charge and spin (kJ/mol): 895.1
Kohn-Sham gap (eV): 5.96
Spin multiplicity: 1

Cartesian coordinates (Å):
Na: -1.13 -0.81 0.78
C: -3.86 -5.25 0.76
F: -4.99 -5.22 0.00
F: -3.20 -6.37 0.62
F: -3.04 -4.33 0.35
S: -4.14 -4.94 2.64
O: -5.42 -5.62 2.88
O: -3.01 -5.40 3.51
N: -4.35 -3.18 2.58
S: -5.32 -2.90 3.74
O: -6.70 -2.91 3.31
O: -5.06 -3.53 5.03
C: -4.96 -1.03 4.12
F: -5.28 -0.75 5.37
F: -3.65 -0.68 3.90
F: -5.74 -0.32 3.31
O: 1.40 4.21 1.69
S: 2.73 4.93 1.62
O: 3.87 4.17 1.03
O: 2.62 6.36 0.80
C: 1.39 7.05 0.83
C: 1.74 8.56 0.60
C: 2.99 5.51 3.34
H: 0.80 7.14 1.74
H: 0.89 6.72 -0.08
H: 2.11 8.57 -0.43
H: 2.51 9.01 1.23
H: 0.95 9.29 0.46
H: 2.95 6.59 3.33
H: 3.98 5.07 3.51
H: 2.20 4.98 3.88
O: 4.24 -2.08 5.37
S: 3.76 -3.31 4.72
O: 2.82 -3.28 3.56
O: 5.07 -4.21 4.25
C: 4.76 -5.42 3.47
C: 6.06 -5.56 2.79
C: 3.11 -4.37 6.03
H: 4.07 -5.23 2.65
H: 4.42 -6.28 4.04
H: 5.96 -6.02 1.81
H: 6.87 -6.08 3.30
H: 6.56 -4.65 2.45
H: 2.94 -5.22 5.37
H: 2.41 -3.78 6.63
H: 3.94 -4.67 6.67
O: 1.66 1.05 -4.23
S: 2.71 0.99 -5.22
O: 2.50 0.27 -6.44
O: 3.15 2.58 -5.73
C: 2.24 3.15 -6.76
C: 2.80 2.93 -8.19
C: 4.24 0.22 -4.57
H: 2.20 4.21 -6.54
H: 1.32 2.56 -6.83
H: 2.05 3.17 -8.95
H: 3.00 1.88 -8.37
H: 3.71 3.50 -8.38
H: 4.77 0.91 -3.91
H: 4.91 -0.08 -5.37
H: 3.91 -0.64 -3.98
C: -7.14 -0.55 -2.14
C: -7.98 -0.31 -3.42
O: -7.38 0.81 -3.99
S: -5.66 0.48 -4.13
O: -4.81 1.64 -4.02
O: -5.38 -0.45 -5.19
O: -5.76 -0.29 -2.60
H: -7.01 -1.61 -1.92
H: -7.39 0.06 -1.27
H: -9.04 -0.18 -3.17
H: -7.93 -1.06 -4.20


Record 8
This record from the OMol25 dataset describes a 2-piece molecular cluster, C13H28NO4 overall at a distorted geometry. The level of theory is ωB97M-V with the def2-TZVPD basis set.

Calculated values
F_max (eV/Å): 2.85
Total charge: -1
Kohn-Sham gap (eV): 1.57
Spin multiplicity: 1

Cartesian coordinates (Å):
C: 2.79 0.89 1.37
O: 3.14 -0.33 0.61
C: 1.95 -0.94 -0.01
C: 1.81 -0.48 -1.62
C: 0.29 -0.69 -2.18
C: -0.65 0.65 -2.19
C: -0.61 1.55 -0.82
N: -0.33 3.00 -1.19
C: -1.13 4.00 -0.34
C: -2.23 3.14 0.58
C: -1.88 1.55 0.21
C: -3.33 0.92 -0.24
C: -3.50 -0.62 0.37
O: -4.58 -1.27 -0.40
H: 3.81 1.36 1.76
H: 2.26 1.71 0.74
H: 2.17 0.66 2.36
H: 2.13 -2.10 -0.03
H: 0.96 -0.74 0.58
H: 2.16 0.65 -1.64
H: 2.63 -1.13 -2.19
H: 0.39 -1.04 -3.32
H: -0.27 -1.59 -1.64
H: -1.74 0.31 -2.50
H: -0.26 1.33 -3.09
H: 0.29 1.31 -0.11
H: -0.44 3.30 -2.18
H: 0.71 3.06 -0.95
H: -1.58 4.72 -1.16
H: -0.42 4.76 0.25
H: -2.04 3.13 1.76
H: -3.27 3.57 0.21
H: -1.46 1.04 1.20
H: -3.55 0.96 -1.39
H: -4.17 1.56 0.30
H: -3.88 -0.51 1.49
H: -2.50 -1.22 0.41
H: -5.21 -0.50 -0.63
O: 3.63 -4.88 3.41
C: 3.47 -4.63 2.10
C: 1.92 -4.36 1.80
O: 1.75 -4.13 0.49
H: 3.77 -5.42 1.39
H: 4.00 -3.76 1.69
H: 1.62 -3.55 2.49
H: 1.38 -5.22 2.23


Record 9
This record from the OMol25 dataset describes C13H28NO8PS as an isolated structure at a distorted geometry. The level of theory is ωB97M-V with the def2-TZVPD basis set.

Calculated values
F_max (eV/Å): 2.22
ΔE to the lowest compared entry with this formula, charge and spin (kJ/mol): 72.8
Kohn-Sham gap (eV): 9.76
Spin multiplicity: 1

Cartesian coordinates (Å):
N: 2.85 -0.41 1.67
C: 2.91 -1.14 0.40
C: 1.91 -0.67 -0.65
C: 0.46 -0.61 -0.21
O: 0.01 0.69 0.24
S: -1.54 0.43 0.48
O: -2.08 1.33 1.41
O: -2.23 0.42 -0.74
O: -1.40 -1.03 1.07
C: -0.07 -1.59 0.79
P: -0.42 -3.24 0.01
O: -0.40 -4.29 1.04
H: 2.83 -1.05 2.45
H: 2.07 0.23 1.73
H: 3.90 -0.95 -0.02
H: 2.84 -2.22 0.51
H: 1.94 -1.38 -1.47
H: 2.19 0.29 -1.07
H: -0.10 -0.77 -1.14
H: 0.42 -1.67 1.74
H: 0.56 -3.34 -0.99
H: -1.70 -3.11 -0.53
C: -4.01 5.01 -0.23
C: -2.77 5.47 0.48
O: -2.14 6.43 0.09
C: -2.33 4.67 1.68
H: -4.21 5.66 -1.08
H: -3.88 3.99 -0.60
H: -4.87 5.04 0.45
H: -2.13 3.64 1.39
H: -3.11 4.69 2.44
H: -1.43 5.11 2.09
C: 1.07 3.75 0.61
C: 2.24 3.74 1.57
O: 2.46 2.78 2.27
C: 3.12 4.96 1.61
H: 0.54 2.81 0.69
H: 0.40 4.57 0.86
H: 1.43 3.88 -0.41
H: 2.52 5.83 1.90
H: 3.56 5.14 0.63
H: 3.91 4.82 2.34
C: -0.41 -7.37 -1.39
C: -0.54 -6.21 -2.34
O: -0.56 -5.07 -1.93
C: -0.64 -6.52 -3.81
H: -0.35 -6.99 -0.37
H: -1.28 -8.02 -1.48
H: 0.49 -7.94 -1.62
H: -1.52 -7.14 -4.00
H: 0.25 -7.06 -4.14
H: -0.73 -5.60 -4.38